1.
# C5H13NO2

A 2-piece molecular cluster, C5H13NO2 overall (the ωB97M-V functional and the def2-TZVPD basis, the Open Molecules 2025 dataset).

Max |F| = 1.42 eV/A
Relative energy (zero: lowest compared OMol25 entry of this formula, charge and spin) = 0.8856 eV
HOMO level = -0.3576 hartree
Calculated total energy = -403.54406 Eh
E_LUMO = 0.0282 Ha
Orbital gap = 0.386 hartree

Geometry as XYZ:
```
21
Properties=species:S:1:pos:R:3:forces:R:3:nbo_charge:R:1
H -2.499881 -1.075433 -1.547569 -0.3 0.1 0.1 0.20
H 1.496544 1.863524 -0.853232 0.2 0.0 0.2 0.21
H -2.359224 -1.975292 -0.000607 0.0 0.5 0.1 0.19
C 0.015835 -0.234495 0.347357 -0.6 0.4 -0.1 0.71
H -2.053007 1.698481 0.769609 0.5 0.1 0.0 0.21
H 2.559236 2.158026 0.504528 -0.3 -0.3 0.4 0.22
H 2.251778 -1.760650 -0.620714 0.0 -0.3 -0.1 0.49
C 0.618400 1.044049 0.899232 0.1 -0.1 0.4 -0.50
H -1.054127 -1.940721 -1.130049 0.2 0.0 -0.1 0.24
C 1.857864 1.426869 0.094063 -0.4 0.2 -1.3 -0.60
C -1.841346 -1.322274 -0.719073 0.3 -0.7 -0.6 -0.43
H -0.144411 1.805722 0.883884 0.1 0.5 -0.2 0.21
H 0.840912 0.910334 1.952966 0.2 -0.3 0.2 0.23
H -2.637729 0.141847 1.400266 0.2 0.1 0.1 0.19
C -2.274531 0.674207 0.511376 -1.1 -0.3 -0.2 -0.41
H 3.612999 -1.263222 -1.049986 0.2 -0.1 -0.1 0.45
O 0.623502 -1.285524 0.284730 0.4 0.0 -0.1 -0.64
O 3.013147 -2.003265 -1.178554 -0.2 0.3 0.2 -0.95
N -1.262668 -0.113222 -0.175631 0.2 -0.1 0.7 -0.44
H 2.381588 0.527742 -0.225783 0.2 0.0 0.3 0.21
H -3.144874 0.723289 -0.146816 0.1 0.1 -0.1 0.21
```
Forces are in eV/Å.

=====

2.
# CH3NSSi

One molecule with the formula CH3NSSi (the ωB97M-V functional and the def2-TZVPD basis, the Open Molecules 2025 dataset).

Max |F| = 2.74 eV/A
Relative energy (zero: lowest compared OMol25 entry of this formula, charge and spin) = 0.1641 eV
HOMO level = -0.3888 hartree
Calculated total energy = -782.33564 Eh
E_LUMO = 0.0033 Ha
Orbital gap = 0.392 hartree

Geometry as XYZ:
```
7
Properties=species:S:1:pos:R:3:forces:R:3:nbo_charge:R:1
H 0.240846 1.586807 0.774985 -0.3 0.2 -0.4 -0.13
H -0.584896 -0.451429 1.605697 0.0 -0.4 0.8 -0.15
H -1.593271 0.518825 -1.817258 -0.1 -0.1 -0.1 0.15
N 2.563512 -1.038679 -0.089212 1.1 -0.5 -0.2 -0.30
Si -0.181388 0.227672 0.415266 0.4 -0.9 -0.9 0.91
S -1.966044 -0.268955 -0.796706 1.5 0.7 0.4 -0.36
C 1.521242 -0.574241 -0.092772 -2.5 1.0 0.5 -0.12
```
Forces are in eV/Å.

=====

3.
# C10H18NOS

A 2-piece molecular cluster, C10H18NOS overall (the ωB97M-V functional and the def2-TZVPD basis, the Open Molecules 2025 dataset).

Max |F| = 3.45 eV/A
Relative energy (zero: lowest compared OMol25 entry of this formula, charge and spin) = 0.3663 eV
HOMO level = -0.4640 hartree
Total charge = +1
Calculated total energy = -919.69267 Eh
E_LUMO = -0.0963 Ha
Orbital gap = 0.368 hartree

Geometry as XYZ:
```
31
Properties=species:S:1:pos:R:3:forces:R:3:nbo_charge:R:1
H 1.075781 -0.028896 1.112066 0.6 0.0 0.4 0.23
C 1.931145 -1.119294 -0.550499 -1.0 0.6 0.4 0.39
H -4.428572 1.278317 1.425971 -1.4 0.7 -0.4 0.24
H -0.442140 2.589042 -1.188744 -0.5 0.8 -0.2 0.23
C 3.348044 -1.628231 1.623954 1.2 2.2 0.3 -0.62
H 3.402196 -2.753551 -0.179975 -0.6 -0.7 -0.5 0.24
H -2.322352 -0.247521 -2.789412 -0.4 -0.7 0.0 0.25
H -2.995260 2.356719 1.323717 0.4 3.0 -0.4 0.22
H 0.242159 0.458230 -1.635973 -0.3 -0.3 0.3 0.44
C 0.405366 2.234794 -0.654684 -1.0 -3.0 1.2 -0.37
H 3.233958 -0.560412 1.932807 0.1 -0.5 -0.3 0.21
S -1.627728 -1.518312 -0.775927 -1.2 0.6 0.3 0.41
H -0.805239 0.628306 -0.284537 2.1 -0.4 -0.5 0.51
H -3.616495 1.540953 -1.541968 1.3 -2.4 1.6 0.26
C -3.384456 1.426701 1.455043 0.3 -3.4 -0.6 -0.62
H 2.617095 -2.131652 2.245832 -0.1 -0.6 -0.4 0.23
N 0.223979 0.733489 -0.648029 -1.3 -0.7 -1.2 -0.60
C -2.795681 0.486298 0.422403 -1.3 1.2 -0.6 -0.05
C 1.201153 -0.138740 0.054620 -0.4 -0.2 -0.5 -0.22
H 1.314573 2.358565 -1.085047 2.6 1.2 -1.4 0.22
C -3.073936 0.607178 -1.008363 -1.2 3.2 0.0 -0.28
H -3.147499 1.101027 2.427355 0.7 -0.4 1.3 0.23
H -1.892022 -1.153723 1.582971 0.2 0.6 0.3 0.26
C 3.172981 -1.741050 0.095210 -0.4 0.7 -0.2 -0.47
H 4.398142 -1.849152 1.987754 -1.3 -0.2 -0.7 0.25
O 1.661284 -1.419483 -1.874130 2.8 -0.2 0.3 -0.68
C -2.514452 -0.364946 -1.726311 1.4 -0.5 -1.1 -0.40
H 0.446942 2.365396 0.385063 -0.1 1.6 1.3 0.21
C -2.036121 -0.582961 0.673072 0.5 -2.7 -0.3 -0.44
H 2.539371 -1.773285 -2.267961 -2.2 0.6 0.7 0.50
H 3.867784 -1.153807 -0.536279 0.7 -0.1 1.0 0.23
```
Forces are in eV/Å.

=====

Question: Number 1 is which compound?
Answer: C5H13NO2